[1]
C5H8N | ωB97M-V/def2-TZVPD

For the HOMO energy (spin up / spin down), the calculation gives -0.49325 / -0.47407 hartree. The LUMO energy (spin up / spin down) is -7.43 / -9.26 eV. Its net charge is +1. Its HOMO-LUMO gap (spin up / spin down) is 6.0 / 3.6 eV.

Geometry as XYZ:
```
14
Properties=species:S:1:pos:R:3:lowdin_charge:R:1
C -0.101 -0.575 -1.580 -0.0152
C -0.122 -1.298 0.241 -0.4087
C -0.001 -1.521 1.556 0.1250
C -0.200 -1.990 -1.018 -0.0639
C 0.385 3.453 0.489 0.5194
N -0.100 -0.065 -0.406 0.1484
H -0.189 -0.118 -2.518 0.1108
H -0.200 -0.672 2.276 0.0930
H -0.175 -2.507 1.997 0.0810
H -1.222 -2.320 -1.253 0.1439
H 0.664 -2.644 -1.111 0.1385
H 1.064 3.268 -0.297 0.0554
H -0.283 2.674 0.566 0.0166
H 0.481 4.316 1.059 0.0558
```

---

[2]
C5H8N | ωB97M-V/def2-TZVPD

For the HOMO energy, the calculation gives -0.50707 hartree. The LUMO energy is -5.80 eV. Its net charge is +1. Its HOMO-LUMO gap is 8.0 eV.

Geometry as XYZ:
```
14
Properties=species:S:1:pos:R:3:lowdin_charge:R:1
C 1.358 -0.975 -2.799 0.1984
C 1.261 -0.734 -1.556 -0.2114
C 0.708 -0.338 -0.438 -0.0766
C -0.936 -1.872 0.228 0.2264
C -0.468 1.523 0.647 0.0103
N 0.825 0.926 0.229 0.0063
H -0.441 -2.738 -0.162 0.0412
H -1.763 -1.474 -0.330 0.0403
H -0.921 -1.728 1.293 0.0271
H -0.306 2.538 1.014 0.1144
H -1.144 1.563 -0.208 0.1172
H -0.921 0.922 1.433 0.1035
H 1.431 0.808 1.058 0.2034
H 1.316 1.582 -0.407 0.1994
```

---

[3]
C5H8N | ωB97M-V/def2-TZVPD

The structure (SMILES) is C=C=C=[N+](C)C. For the HOMO energy, the calculation gives -0.56013 hartree. The LUMO energy is -5.62 eV. Its net charge is +1. Its HOMO-LUMO gap is 9.6 eV.

Geometry as XYZ:
```
14
Properties=species:S:1:pos:R:3:lowdin_charge:R:1
C -0.884 0.901 -1.328 0.0080
C -0.034 0.299 -0.618 0.0508
C -1.534 1.503 -2.287 0.1526
C -0.449 -0.547 1.553 0.0577
C 1.731 -0.816 0.544 0.0152
N 0.431 -0.243 0.429 -0.1500
H -1.076 1.700 -3.203 0.0796
H -2.592 1.852 -1.957 0.1468
H -1.437 -0.586 1.101 0.1155
H -0.088 -1.507 1.864 0.1093
H -0.292 0.314 2.154 0.1155
H 1.755 -1.777 0.237 0.0848
H 2.493 -0.253 -0.016 0.1362
H 1.976 -0.840 1.529 0.0780
```

---

[4]
C5H8N | ωB97M-V/def2-TZVPD

The structure (SMILES) is CC1=C[C@@H]2C[N@H+]12. For the HOMO energy, the calculation gives -0.53139 hartree. The LUMO energy is -3.91 eV. Its net charge is +1. Its HOMO-LUMO gap is 10.5 eV.

Geometry as XYZ:
```
14
Properties=species:S:1:pos:R:3:lowdin_charge:R:1
C -0.367 -0.433 -1.228 0.0701
C -0.522 0.403 -0.190 -0.1935
C 1.103 -1.221 0.508 -0.0388
C 1.051 -0.777 -0.916 -0.0228
C -1.474 1.324 0.487 -0.0013
N 0.855 0.167 0.330 0.0612
H -0.948 -0.997 -1.889 0.1159
H 0.302 -2.023 0.905 0.2002
H 2.107 -1.451 0.950 0.1510
H 1.782 -0.766 -1.634 0.1342
H -0.976 2.112 0.991 0.0664
H -2.144 0.923 1.257 0.0978
H -2.158 1.812 -0.336 0.1466
H 1.389 0.927 0.767 0.2131
```

---

[5]
C5H8N | ωB97M-V/def2-TZVPD

For the HOMO energy (spin up / spin down), the calculation gives -0.53527 / -0.53527 hartree. The LUMO energy (spin up / spin down) is -6.63 / -6.64 eV. Its net charge is +1. Its HOMO-LUMO gap (spin up / spin down) is 7.9 / 7.9 eV.

Geometry as XYZ:
```
14
Properties=species:S:1:pos:R:3:lowdin_charge:R:1
C 0.654 0.485 -1.225 -0.1526
C 0.927 0.721 -2.525 0.1629
C 0.361 -0.243 0.034 -0.0861
C -0.516 0.310 1.054 -0.0014
C 0.495 -1.761 0.073 0.0183
N 0.755 1.877 -1.650 0.0529
H -0.054 0.380 2.044 0.1392
H -1.261 -0.387 0.969 0.0841
H -0.946 1.285 0.827 0.1075
H 1.558 -2.038 0.151 0.1252
H 0.178 -2.260 -0.833 0.1184
H -0.025 -2.023 0.953 0.0777
H 1.602 2.354 -1.556 0.1278
H -0.116 2.537 -1.808 0.2262
```

---

[6]
C5H8N | ωB97M-V/def2-TZVPD

The structure (SMILES) is C/C=C1\[C@H]2[NH2+][C@@H]12. For the HOMO energy, the calculation gives -0.52046 hartree. The LUMO energy is -3.62 eV. Its net charge is +1. Its HOMO-LUMO gap is 10.5 eV.

Geometry as XYZ:
```
14
Properties=species:S:1:pos:R:3:lowdin_charge:R:1
C 0.013 -0.485 -0.162 -0.1197
C -1.250 -0.649 0.174 -0.0338
C 1.484 -0.790 -0.160 -0.0572
C 1.012 0.521 -0.536 -0.0717
C -2.325 0.400 0.003 -0.0115
N 2.044 0.402 0.566 0.2100
H -1.380 -1.679 0.574 0.1456
H 1.985 -1.641 -0.629 0.1682
H 1.358 1.246 -1.451 0.2195
H -2.995 0.192 0.703 0.0422
H -2.758 0.151 -0.924 0.0883
H -1.963 1.368 -0.067 0.0747
H 1.713 0.474 1.482 0.1466
H 3.060 0.490 0.427 0.1988
```

---

[7]
C5H8N | ωB97M-V/def2-TZVPD

The structure (SMILES) is C[C@H]1C2=C[N@@+]21C. For the HOMO energy, the calculation gives -0.55659 hartree. The LUMO energy is -5.52 eV. Its net charge is +1. Its HOMO-LUMO gap is 9.6 eV.

Geometry as XYZ:
```
14
Properties=species:S:1:pos:R:3:lowdin_charge:R:1
C 1.943 -0.373 0.201 0.0883
C 1.360 0.734 0.606 0.1869
C 0.346 1.010 -0.409 -0.2538
C -1.052 1.451 -0.060 0.0285
C -0.536 -1.689 0.112 0.2062
N 0.641 -0.435 -0.461 0.0623
H 2.594 -1.134 0.595 0.1442
H 0.708 1.436 -1.259 0.1372
H -1.371 1.039 0.828 0.0741
H -1.682 1.251 -0.868 0.0959
H -0.834 2.419 0.124 0.0719
H -1.308 -1.662 -0.544 0.0568
H -0.101 -2.600 0.067 0.0527
H -0.709 -1.448 1.068 0.0487
```

---

[8]
C5H8N | ωB97M-V/def2-TZVPD

The structure (SMILES) is C[C@@H]1[C@H]2[C@@H]3C[N@@+]213. For the HOMO energy, the calculation gives -0.57646 hartree. The LUMO energy is -4.81 eV. Its net charge is +1. Its HOMO-LUMO gap is 10.9 eV.

Geometry as XYZ:
```
14
Properties=species:S:1:pos:R:3:lowdin_charge:R:1
C 1.641 -0.728 0.128 -0.0077
C 1.075 -0.349 -1.291 -0.0202
C -0.337 -0.610 -0.841 0.0912
C -0.760 0.638 -0.200 -0.2561
C -1.506 0.658 0.970 -0.0319
N 0.771 0.386 -0.072 0.0582
H 1.390 -1.776 0.505 0.1528
H 2.666 -0.469 0.415 0.1325
H 1.461 0.119 -2.151 0.1392
H -0.532 -1.586 -0.380 0.1552
H -0.813 1.567 -0.838 0.1921
H -1.402 1.697 1.432 0.1462
H -1.085 -0.136 1.614 0.1213
H -2.568 0.585 0.709 0.1272
```

---

[9]
C5H8N | ωB97M-V/def2-TZVPD

The structure (SMILES) is CC([NH3+])=C1C=C1. For the HOMO energy, the calculation gives -0.47526 hartree. The LUMO energy is -3.68 eV. Its net charge is +1. Its HOMO-LUMO gap is 9.3 eV.

Geometry as XYZ:
```
14
Properties=species:S:1:pos:R:3:lowdin_charge:R:1
C -1.137 1.976 0.345 0.0903
C 0.174 -0.236 -0.104 -0.2688
C -0.576 0.817 -0.311 -0.1509
C -1.383 1.849 -0.930 0.1170
C 0.650 -1.289 -1.037 -0.0604
N 0.634 -0.613 1.313 0.1770
H -1.163 2.345 1.355 0.1231
H -1.887 2.251 -1.797 0.1255
H -0.144 -1.709 -1.710 0.1068
H 1.147 -2.173 -0.618 0.0780
H 1.419 -0.893 -1.745 0.1006
H 0.806 0.066 2.111 0.1856
H 1.541 -1.193 1.296 0.1899
H -0.082 -1.199 1.830 0.1865
```

---

[10]
C5H8N | ωB97M-V/def2-TZVPD

For the HOMO energy (spin up / spin down), the calculation gives -0.51548 / -0.53283 hartree. The LUMO energy (spin up / spin down) is -6.06 / -5.50 eV. Its net charge is +1. Its HOMO-LUMO gap (spin up / spin down) is 8.0 / 9.0 eV.

Geometry as XYZ:
```
14
Properties=species:S:1:pos:R:3:lowdin_charge:R:1
C -2.087 0.337 -0.699 0.3410
C -0.086 0.170 0.200 0.1427
C -0.911 0.809 -0.878 -0.3658
C -0.229 1.697 -1.836 -0.0181
C 1.040 -1.248 1.704 -0.0151
N -0.046 -0.948 0.789 -0.0003
H -2.904 -0.113 -0.192 0.0973
H -0.954 2.165 -2.496 0.1006
H 0.489 1.132 -2.431 0.1059
H 0.328 2.457 -1.290 0.1052
H 1.682 -2.014 1.260 0.1104
H 1.627 -0.351 1.896 0.1065
H 0.632 -1.633 2.640 0.1075
H -0.707 -1.722 0.683 0.1824
```

---

[11]
C5H8N | ωB97M-V/def2-TZVPD

For the HOMO energy (spin up / spin down), the calculation gives -0.49684 / -0.52905 hartree. The LUMO energy (spin up / spin down) is -6.95 / -6.87 eV. Its net charge is +1. Its HOMO-LUMO gap (spin up / spin down) is 6.6 / 7.5 eV.

Geometry as XYZ:
```
14
Properties=species:S:1:pos:R:3:lowdin_charge:R:1
C -1.667 0.286 0.972 -0.2005
C 0.192 -1.185 0.469 -0.2014
C -1.264 1.588 0.548 0.1433
C 0.830 -0.109 -0.291 0.1621
C 1.612 -0.165 -1.403 -0.0422
N -1.157 -0.903 0.833 0.0566
H -2.627 0.473 1.595 0.1535
H 0.192 -2.185 0.031 0.1568
H 0.633 -1.424 1.466 0.1864
H -0.557 1.843 -0.167 0.0231
H -1.503 2.392 1.258 0.0926
H 2.024 -1.180 -1.661 0.1424
H 2.406 0.608 -1.360 0.1358
H 0.885 -0.039 -2.291 0.1914
```

---

[12]
C5H8N | ωB97M-V/def2-TZVPD

For the HOMO energy, the calculation gives -0.49979 hartree. The LUMO energy is -4.92 eV. Its net charge is +1. Its HOMO-LUMO gap is 8.7 eV.

Geometry as XYZ:
```
14
Properties=species:S:1:pos:R:3:lowdin_charge:R:1
C 0.687 -2.302 1.470 -0.1371
C -0.014 -1.008 1.259 -0.3251
C -0.394 0.870 -0.260 -0.0710
C 0.878 -1.341 2.509 0.2333
C 0.076 1.469 -1.473 -0.0318
N 0.271 -0.124 0.205 0.1059
H 0.099 -3.159 1.166 0.1352
H 1.818 -2.093 1.182 0.1885
H -1.001 -1.051 1.754 0.1648
H -1.365 1.073 0.266 0.1860
H 0.870 0.821 -2.074 0.1493
H 0.718 2.395 -0.980 0.1819
H -0.745 1.831 -2.082 0.0915
H 1.045 -0.436 -0.257 0.1287
```

---

Number 1: E_tot -6790.623 eV. Number 2: E_tot -6789.663 eV. Number 3: E_tot -6794.380 eV. Number 4: E_tot -6794.409 eV. Number 5: E_tot -6791.979 eV. Number 6: E_tot -6793.279 eV. Number 7: E_tot -6791.433 eV. Number 8: E_tot -6792.609 eV. Number 9: E_tot -6794.457 eV. Number 10: E_tot -6792.909 eV. Number 11: E_tot -6790.522 eV. Number 12: E_tot -6791.636 eV.